Entry from OMol25: a structure of composition C46H70BBr2N4P2STc (ωB97M-V/def2-TZVPD).

Cartesian coordinates (Å):
C 5.127 0.127 2.749
H -4.987 0.796 -0.837
H -1.699 -1.413 -5.489
C 3.287 1.616 2.049
C -2.617 0.522 -5.363
C -2.121 -0.082 4.108
H -6.738 0.883 -2.589
C -4.334 -2.145 -2.410
Tc -0.202 0.269 -1.140
C -1.688 4.829 4.450
H 3.928 -4.438 0.050
H -3.275 5.028 -0.522
H 0.877 5.753 4.651
H 2.230 1.744 1.812
H -2.615 -1.346 5.743
H -5.743 -5.099 0.920
C -6.058 0.043 -2.548
H 4.233 -4.229 2.536
N -1.547 -1.204 -0.787
H -6.956 -0.979 -4.202
C -2.149 6.261 1.644
H -1.624 5.819 -4.949
H 0.465 -2.906 3.217
H 2.917 -3.146 2.968
H -1.462 3.073 -1.809
N -1.292 4.324 -3.490
H -3.734 4.274 0.991
C 0.132 3.104 4.510
H -2.023 4.179 -5.474
H -1.248 -3.033 0.996
H 3.872 1.913 1.177
H -1.537 4.777 5.530
H -3.095 5.045 -4.348
H -2.713 3.379 -0.154
C -0.652 5.380 -0.144
H 0.066 3.104 -4.544
H -0.615 2.325 4.685
H -1.566 -5.344 1.829
H -0.524 -1.214 -3.391
C -0.432 4.304 3.743
C -1.209 0.788 -2.927
H 5.563 -2.176 -0.327
H -1.887 5.867 4.202
C -2.061 4.872 -4.639
H 4.599 -2.676 3.271
C 0.093 3.980 -3.900
H -2.292 2.306 3.308
C -2.919 4.362 0.271
H -2.858 0.662 4.372
C -3.318 -2.806 0.462
C -0.230 -2.111 3.444
C -1.126 -0.366 -3.712
H -2.871 2.363 1.651
C -2.227 -3.496 0.972
H 3.320 0.361 4.594
H -1.218 5.068 -2.794
S -3.053 -1.135 -0.148
P -0.767 3.687 1.982
H -5.397 -2.902 -4.098
H 0.689 3.770 -3.017
H 2.344 -3.876 0.562
H -1.375 -2.103 -1.236
C -4.593 -3.356 0.466
H 3.539 2.300 2.863
H 3.953 0.877 -2.094
H 1.820 0.146 3.713
C -4.760 -4.649 0.937
H -5.443 -2.796 0.102
H 2.899 -1.231 3.987
H 1.201 -1.797 0.018
C 3.314 -3.545 0.186
H -1.118 6.037 -0.891
C -1.688 4.994 0.923
N -1.275 1.023 2.034
C 2.861 -0.167 3.754
H 5.711 0.333 1.849
C 0.649 5.382 3.650
P 3.238 -0.880 0.952
H 0.333 6.236 3.053
C 3.935 -3.178 2.570
H -3.008 3.507 -2.591
H 5.379 0.893 3.486
C -2.687 1.691 -4.629
C 5.489 -2.475 0.721
H -3.677 -3.004 -2.351
C -1.299 0.052 2.986
H 0.982 2.660 3.992
C -2.409 -4.787 1.443
C -1.978 2.287 2.267
H -3.186 0.410 -6.276
H 6.052 -1.762 1.319
H -0.968 -3.098 5.173
H 1.569 4.987 3.216
C -6.177 -1.003 -3.452
H -2.577 4.238 4.217
H -2.547 6.956 0.898
B -0.381 0.591 0.971
H 5.434 -0.833 3.157
H 5.979 -3.446 0.824
H 3.099 1.637 -3.492
H -0.225 4.497 -0.628
C -5.082 -0.004 -1.563
H 0.478 3.442 5.489
H -3.809 -6.382 1.759
Br 2.330 -0.718 -3.173
H 3.178 -3.094 -0.797
C -1.980 3.187 -2.758
C 4.028 -2.597 1.159
H -1.342 6.778 2.157
C -1.047 -2.223 4.543
C -5.308 -2.087 -3.392
C -3.670 -5.367 1.412
C -1.946 1.854 -3.457
N 0.302 -0.613 1.506
C -4.243 -1.106 -1.494
C 3.017 0.987 -2.629
H 0.536 4.813 -4.441
H -3.340 2.489 -4.959
H 1.424 -2.343 1.666
H -2.947 6.047 2.352
H 0.171 5.941 0.301
C -1.985 -1.215 4.873
C 3.623 0.186 2.475
Br 1.728 1.798 -1.388
C -0.343 -0.962 2.656
C 1.404 -1.451 1.043
C -1.793 -0.499 -4.917

For the LUMO energy (spin up / spin down), the calculation gives -7.9 / -9.9 eV. As for the spin multiplicity: 4. The value obtained for the orbital gap (spin up / spin down) is 6.87 / 4.86 eV. For the HOMO energy (spin up / spin down), the calculation gives -14.74 / -14.73 eV. The charge is +3. The total energy is -8347.4570 Eh.

Entry from OMol25: a cluster of 8 separate species, C46H73F21IN4O19PS in total (ωB97M-V/def2-TZVPD).

Cartesian coordinates (Å):
H -4.424 -0.191 -0.548
H -7.986 -1.486 0.341
C 12.163 1.350 -0.393
H -5.177 -0.902 -1.946
F 0.901 7.221 -11.077
O -4.926 2.090 -1.774
F -9.253 -6.988 6.083
O -10.803 -6.725 3.302
H -6.587 5.958 -4.197
N -11.086 -1.618 0.853
C -5.759 4.475 -2.098
F 0.008 -1.572 5.664
C 4.476 -6.260 6.140
H -7.595 5.546 -0.348
F 14.293 1.629 0.604
F 13.356 3.390 -0.244
H -2.949 -2.300 -2.153
F 6.600 0.668 1.413
H -5.051 5.889 -0.697
H -2.898 -1.558 0.824
H 9.065 0.217 0.685
C -3.806 -0.076 -3.916
H 1.446 -0.868 0.761
C 6.145 -5.272 8.540
C -5.224 4.806 -0.700
H -1.907 -2.818 0.070
C -10.517 -7.154 5.656
H 18.788 2.171 2.268
H -5.021 6.802 -4.294
O -10.863 -5.004 4.770
H -6.795 4.842 -2.132
C -7.401 1.004 -1.633
H -2.367 0.031 -2.333
H 1.173 -6.763 3.777
H 6.110 -3.695 7.055
F 5.778 -0.940 0.207
H -4.782 2.942 -4.393
H -8.561 -1.297 -2.003
O -0.652 4.236 -10.578
O 10.938 1.836 -0.324
H -6.045 7.002 -2.853
C 9.923 1.112 -1.068
N -8.941 -1.554 0.013
O -0.023 -3.079 2.619
O 5.472 -5.398 6.195
H -2.951 -0.475 -4.463
H -3.881 1.478 0.285
F 4.130 -6.266 3.808
O -0.545 -3.982 4.627
H -12.840 -4.921 2.845
C -9.163 -0.813 -1.228
C -0.177 6.475 -11.338
C -0.401 4.935 -7.967
F 21.223 -1.559 1.335
C 2.431 0.688 1.865
H -12.635 -3.198 2.536
F -1.888 -1.430 4.615
C -8.817 0.682 -1.151
H -4.173 0.775 -4.477
C -0.378 -5.332 4.112
H 5.534 -6.119 8.849
H 17.273 0.282 1.615
C -5.735 3.709 1.618
C 1.410 0.218 0.859
F 6.350 0.927 -0.729
H -4.262 4.323 -0.534
H 4.503 -4.219 7.597
H -0.958 -5.945 4.796
F -0.080 -0.657 3.702
O -5.010 5.205 -3.059
H 1.702 4.765 -7.548
C 0.844 4.116 -7.724
F -11.340 -6.830 6.661
C -3.432 0.263 -2.458
H -1.651 -1.118 -0.334
C 5.813 0.386 0.363
F 3.738 -8.116 4.866
C -0.371 5.358 -10.279
H 1.643 -5.104 3.396
C -6.196 4.533 0.446
C 18.823 1.732 1.274
C -3.547 1.746 -2.008
O 3.766 0.244 1.508
C 5.517 -4.549 7.372
H 1.585 0.666 -0.119
S -2.762 1.873 -0.327
O 4.023 1.969 0.065
F -1.253 7.279 -11.340
O 20.195 0.808 -0.881
C 4.543 -7.058 4.811
C -4.205 -0.679 -1.498
H 10.337 0.832 -2.036
O -0.215 5.861 -9.067
H 1.511 -5.629 5.089
H 9.133 1.844 -1.219
P -2.574 3.174 -2.884
H -6.497 0.831 -6.063
O -6.391 1.633 -4.386
H -4.593 -0.833 -3.927
C -9.862 -1.349 1.051
H -7.965 2.728 -2.783
H 17.564 0.644 -0.096
H -8.914 1.003 -0.105
N -9.353 -0.891 2.289
C 9.433 -0.087 -0.294
O 3.595 -6.420 6.933
H -0.633 5.573 -7.117
H -7.535 3.068 -1.111
H -9.800 -0.027 2.570
H 6.234 -4.587 9.383
H -1.267 4.309 -8.180
O 12.547 0.394 -0.998
C -11.062 -4.044 3.699
C 21.599 -0.603 0.478
F -10.695 -8.438 5.360
H 8.620 -0.564 -0.841
F 22.655 0.038 1.005
F 21.980 -1.179 -0.658
H 1.064 3.471 -8.573
C -5.712 6.292 -3.622
H -9.553 1.267 -1.714
H -0.827 -5.376 3.120
F -0.044 5.946 -12.551
H 19.108 2.498 0.555
C 20.456 0.412 0.215
H -7.149 0.382 -2.497
O -6.585 1.763 -5.812
C 4.399 0.975 0.612
H 16.719 1.816 0.923
C -3.447 -1.982 -1.228
H -4.162 -2.774 -0.979
C -10.761 -6.269 4.406
C -0.329 -3.003 3.773
H -10.208 -0.968 -1.497
H 0.697 3.491 -6.843
C -0.572 -1.635 4.464
H -10.414 -4.308 2.865
H -0.714 3.761 -1.907
H 2.255 0.246 2.842
H 10.229 -0.818 -0.154
C 1.079 -5.724 4.092
H -4.652 3.713 1.725
F 12.623 2.558 1.622
C -5.863 2.955 -2.470
O -1.106 2.918 -2.169
C 13.128 2.249 0.424
N -7.373 4.999 0.484
F 5.782 -7.473 4.540
H 0.411 0.499 1.191
H -6.679 0.772 -0.845
C -7.251 2.479 -1.989
C -2.416 -1.869 -0.110
O 19.897 0.760 1.360
H 7.141 -5.628 8.278
C -12.512 -3.980 3.284
I -1.824 2.381 -5.098
H -8.357 -0.717 2.260
H -6.200 4.087 2.529
H 2.442 1.773 1.965
H -13.148 -3.752 4.140
C -5.797 2.853 -3.994
H -10.719 -3.101 4.120
H -11.613 -1.401 1.698
C 17.515 1.072 0.904
H -6.384 3.674 -4.418
H -6.057 2.670 1.484

For the LUMO energy, the calculation gives -0.3 eV. As for the spin multiplicity: 1. Its SMILES is [H]/N=C(/C)C[C@@H](OC)[C@@](CCCCN/C(N)=N/[H])(COO)O[C@@](S)([C@H](C)CCC)P(O)I.CCOC(=O)C(F)(F)F.CCOC(=O)C(F)(F)F.CCOC(=O)C(F)(F)F.CCOC(=O)C(F)(F)F.CCOC(=O)C(F)(F)F.CCOC(=O)C(F)(F)F.CCOC(=O)C(F)(F)F. The value obtained for the orbital gap is 8.97 eV. For the HOMO energy, the calculation gives -9.23 eV. The total energy is -6579.6147 Eh.

Entry from OMol25: a cluster of 7 separate species, C46H75Cl2FN2O10PS2 in total (ωB97M-V/def2-TZVPD).

Cartesian coordinates (Å):
H -5.282 -1.602 1.499
O 5.953 8.443 0.367
C 1.643 7.378 2.053
Cl 1.110 -3.584 -3.943
H 4.987 9.564 -1.059
H 5.410 10.438 0.427
H 3.484 -5.655 -1.001
H -5.894 -0.055 2.116
H 4.320 3.206 5.235
C -0.299 -3.977 -2.891
H 7.071 6.826 -0.276
C -2.611 3.239 1.167
C 3.050 -4.403 0.739
H 5.047 -5.626 2.564
H 0.565 2.648 0.213
H 2.236 4.532 6.584
C -1.561 -4.225 -3.771
H -0.022 -4.894 -2.372
C -6.559 -9.587 -3.686
H -6.637 -10.509 -4.273
C 0.128 0.897 -1.840
C 0.033 2.847 -3.689
H 3.693 2.314 8.079
C 7.207 7.881 -0.035
H -2.893 -1.347 4.082
H -3.108 -2.457 -2.199
H -4.748 -10.555 -1.284
C 5.760 9.697 -0.294
C -5.690 -1.586 3.648
H -0.848 -2.729 0.309
C -2.721 -4.993 -3.004
H 2.657 9.278 2.159
O -0.931 -7.537 -2.116
H -3.409 -8.812 -2.920
H -3.639 2.959 0.971
H 3.564 -6.445 3.096
H -5.036 -8.885 -5.095
C -0.848 1.852 -1.731
C 3.111 7.145 3.853
O -3.926 -0.446 2.552
C 4.013 -5.864 2.288
H -0.926 5.266 3.228
C -4.102 -0.536 -2.680
H -2.320 -5.218 -7.574
H 1.683 1.869 -4.657
S -3.764 -0.103 -0.919
C -5.105 -9.700 -1.861
C 7.096 10.069 -0.919
H -3.193 4.615 2.705
C -0.473 -2.882 -1.781
O -2.628 -3.755 -5.847
H -2.905 -4.589 -2.005
H 3.110 8.331 0.736
H -1.630 3.643 -2.591
H 0.004 3.623 -4.450
H -5.120 -8.820 -1.207
H -2.225 -3.406 -0.535
H 0.697 7.915 1.971
H 3.525 6.252 4.326
C -0.883 2.864 -2.671
H 4.795 -7.246 0.781
H -3.120 0.404 4.255
C -0.295 3.061 0.727
C -3.602 -0.523 3.943
H 4.326 6.733 2.119
H 4.467 4.973 8.612
C -2.376 4.167 2.151
O -2.487 -6.395 -2.979
H 2.181 4.220 8.323
H -2.772 -6.122 -5.774
H -0.959 -1.976 -2.142
F -0.449 -4.326 -6.932
C -2.001 -3.127 -4.764
C 1.045 0.886 -2.865
H 3.947 6.045 7.296
H -0.786 -4.406 -0.241
O -1.089 -5.243 -4.644
C -0.065 3.960 1.730
H -3.607 -4.840 -3.623
H 4.745 8.256 2.908
C -5.262 -0.919 2.349
H 0.955 4.233 1.988
C -3.553 -1.931 -3.042
H 3.043 7.938 4.606
H -5.175 -0.416 -2.828
O -6.445 -9.948 -2.304
H -7.469 -9.003 -3.834
C 3.901 -5.403 -0.027
H 3.031 -7.160 0.870
H 0.170 0.118 -1.084
H -4.415 -2.536 -3.356
H -3.923 -10.389 -3.527
H 2.674 2.129 6.646
Cl 1.188 -2.315 -1.239
H -0.964 -6.371 -6.502
C 4.087 5.002 7.585
C -4.906 -0.787 4.680
C -1.133 -3.402 -0.503
H -4.761 -1.310 5.625
C -1.594 2.684 0.425
H 3.291 -3.369 0.493
C -5.298 -8.812 -4.041
H -5.417 0.157 4.888
H 4.906 -5.002 -0.180
H -6.769 -1.565 3.801
S -4.049 2.696 -1.765
C 2.850 8.266 1.791
H -1.858 -1.055 -4.143
C 3.952 -6.575 0.944
C -4.275 -9.442 -3.108
C -3.117 1.562 -1.087
C 7.688 8.699 -1.224
C -1.089 4.538 2.440
H -5.423 -7.755 -3.795
O 1.788 6.867 3.383
H 5.390 2.386 6.388
C 2.817 4.178 7.439
H -1.044 -2.785 -5.199
C -2.636 -1.818 -4.269
H 7.720 10.590 -0.188
H 7.900 7.959 0.809
O 5.066 4.400 6.733
H 1.764 0.074 -2.890
C 0.992 1.872 -3.823
H 1.620 6.527 1.364
H 7.259 8.306 -2.148
N -1.770 1.708 -0.617
C 4.592 3.123 6.293
H -3.258 -1.453 -5.098
P -1.766 -5.196 -6.256
O 3.300 -4.636 2.133
H -3.593 0.197 -3.309
N -1.783 -6.777 -1.842
H 1.984 -4.563 0.552
C 3.919 7.598 2.646
H 6.992 10.708 -1.794
H -5.364 -2.629 3.659
C 3.377 2.792 7.148
H 8.773 8.701 -1.327

For the LUMO energy, the calculation gives 1.0 eV. As for the spin multiplicity: 1. The value obtained for the orbital gap is 6.12 eV. For the HOMO energy, the calculation gives -5.09 eV. The charge is -1. The total energy is -4817.4853 Eh.